(1)
Entry from the Open Molecules 2025 dataset: 6 unconnected molecules or ions with the total composition C35H70Br11FN2O5PS at a distorted geometry (ωB97M-V/def2-TZVPD).

Each line ends with the Mulliken charge.
Atoms and positions in Å:
C: -2.5703 -0.5661 2.3237  -0.17
C: -2.0559 -1.7525 1.3130  0.37
N: -0.6624 -2.0465 1.6800  0.55
C: 0.1882 -2.6854 0.6618  -0.12
C: 0.4077 -4.1339 1.2875  -0.37
F: 0.9833 -5.1291 0.3939  -0.48
C: -0.9574 -4.8619 1.8056  -0.23
C: -0.6484 -6.3715 2.3220  -1.08
C: -0.3601 -2.9516 -0.8173  -1.51
C: -0.0653 -1.6093 -1.7480  1.78
P: 0.7401 -1.8576 -3.4269  0.35
O: 2.2772 -1.1401 -3.6090  -0.52
O: 0.9195 -3.5160 -3.8802  -0.28
S: -0.3882 -1.0656 -4.8318  -0.32
C: 0.7529 -0.7764 -0.5939  -1.13
C: 1.5575 0.5450 -1.0471  0.24
C: 0.8137 1.4492 -2.1339  -1.17
C: -0.6552 1.9516 -1.7630  1.08
C: -1.6420 2.0683 -3.0614  -0.79
C: -2.9087 1.0659 -2.9489  -0.72
C: -3.8633 1.3669 -1.6919  -0.07
C: -4.6650 0.0286 -1.2613  -0.58
O: -4.8245 -0.0941 0.1837  -0.17
C: -5.6277 -1.2743 0.4584  -0.78
N: 1.3525 -1.6569 0.5310  1.14
C: 2.6460 -2.0308 -0.1048  0.54
C: 3.4528 -3.3010 0.4033  0.05
O: 3.6443 -4.2263 -0.4363  -0.53
Br: 4.2645 -3.6101 2.1776  -0.09
O: 1.2693 -0.7302 1.5268  0.44
C: 2.2372 -0.8235 2.5861  0.78
C: 2.1240 0.4334 3.5767  0.29
C: 1.8096 1.7934 2.7262  -0.82
C: 1.1484 0.3137 4.8301  0.02
C: -0.0103 1.4664 4.9174  -1.02
C: 0.3964 -1.0788 5.0734  -0.97
H: -3.3100 -0.9412 3.1051  0.31
H: -3.0602 0.2826 1.7081  -0.16
H: -1.6155 -0.1040 2.7601  -0.42
H: -2.2464 -1.3388 0.2709  -0.75
H: -2.7239 -2.6649 1.5732  0.49
H: -0.4967 -2.3422 2.6412  0.48
H: 1.1104 -4.0695 2.1872  0.43
H: -1.4270 -4.3159 2.6915  0.15
H: -1.6879 -4.9464 0.9121  0.25
H: -0.9931 -6.4723 3.4226  0.33
H: -1.2133 -7.1509 1.6897  0.28
H: 0.4814 -6.6069 2.3441  0.30
H: -1.4882 -3.0721 -0.9851  0.42
H: 0.1038 -3.7543 -1.4787  0.77
H: -1.0736 -1.0693 -1.8284  -0.94
H: 2.6985 -1.4889 -4.4282  0.38
H: 1.8713 -3.6788 -4.0698  0.29
H: -0.1563 -0.2467 -0.1043  -0.56
H: 2.6108 0.3350 -1.4672  0.16
H: 1.7125 1.1909 -0.1143  -0.23
H: 0.7892 0.9835 -3.1930  0.30
H: 1.4652 2.3998 -2.2607  0.48
H: -0.6093 3.0281 -1.3419  0.13
H: -1.2317 1.3309 -1.0000  -0.75
H: -2.0316 3.1478 -3.2069  0.30
H: -1.0999 1.7591 -4.0345  0.35
H: -3.5462 1.2363 -3.8965  0.41
H: -2.6092 -0.0390 -2.9409  0.10
H: -3.3327 1.8227 -0.7845  -0.16
H: -4.6633 2.1111 -2.0521  0.51
H: -4.0843 -0.9209 -1.5954  0.29
H: -5.6958 -0.0137 -1.7618  0.42
H: -5.5586 -2.0367 -0.4061  0.35
H: -6.7360 -0.9722 0.5176  0.26
H: -5.2769 -1.7482 1.4357  0.18
H: 3.3797 -1.1476 0.0831  0.13
H: 2.6068 -2.0992 -1.2590  0.17
H: 2.1133 -1.8472 3.1021  0.01
H: 3.3481 -0.8135 2.2464  -0.82
H: 3.1890 0.6165 3.9963  0.40
H: 2.0093 2.6509 3.4745  0.60
H: 2.6379 1.8875 1.9382  -0.20
H: 0.7635 1.8094 2.2868  -0.20
H: 1.7799 0.5007 5.7853  0.34
H: 0.5613 2.4459 5.1272  0.32
H: -0.7339 1.2322 5.7861  0.36
H: -0.6347 1.5491 3.9691  0.10
H: 0.0607 -1.0792 6.1831  0.45
H: -0.5717 -1.0604 4.4680  0.05
H: 1.0295 -2.0192 4.9473  0.31
Br: 6.8140 0.4408 3.4261  -0.12
C: 6.8219 -0.6236 1.7932  -0.10
C: 7.1167 0.2286 0.5839  -0.61
Br: 5.5559 1.2724 0.0572  -0.09
H: 5.8574 -1.1296 1.7396  -0.29
H: 7.6081 -1.3658 1.9417  0.41
H: 7.3453 -0.3970 -0.2807  0.34
H: 7.9321 0.9347 0.7411  0.43
Br: 3.6077 4.0842 0.6548  -0.13
C: 2.2788 5.4578 0.2686  -0.07
C: 1.3629 5.6785 1.4466  -0.64
Br: 0.0510 4.2435 1.5855  -0.06
H: 1.7533 5.1454 -0.6335  -0.30
H: 2.8551 6.3592 0.0530  0.37
H: 0.7779 6.5903 1.3141  0.44
H: 1.8867 5.7253 2.4015  0.43
Br: 0.4943 6.2457 -2.5428  -0.01
C: 1.2015 7.9899 -3.0528  -0.67
C: 2.3488 7.8522 -4.0215  -0.55
Br: 3.9822 7.3051 -3.1080  -0.14
H: 1.4740 8.5044 -2.1311  0.36
H: 0.3637 8.5106 -3.5193  0.35
H: 2.5862 8.8154 -4.4758  0.35
H: 2.1639 7.1203 -4.8077  0.37
Br: -2.0694 -4.3271 -6.2457  -0.12
C: -0.8929 -5.8291 -5.8480  -0.47
C: -1.6476 -7.1349 -5.8603  -0.56
Br: -2.7023 -7.3574 -4.2354  -0.14
H: -0.4167 -5.6149 -4.8909  0.17
H: -0.1374 -5.8140 -6.6355  0.36
H: -0.9560 -7.9790 -5.8673  0.36
H: -2.3354 -7.2276 -6.7007  0.37
Br: -3.4081 4.8256 0.4839  -0.10
C: -5.0687 3.8720 0.8524  -0.03
C: -5.3848 3.8755 2.3271  -0.60
Br: -4.2761 2.5939 3.2918  -0.14
H: -4.9593 2.8697 0.4365  -0.29
H: -5.8359 4.4102 0.2932  0.40
H: -6.4117 3.5499 2.5011  0.36
H: -5.2314 4.8462 2.7987  0.44

Forces on atoms 1 to 3 (eV/Å):
0.5 0.5 -1.1
-2.0 0.7 2.4
-0.6 -0.4 -3.2

## Properties
Relative energy (zero: lowest compared OMol25 entry of this formula, charge and spin) in kJ/mol: 509.2
Orbital gap in Ha: 0.2921
DFT total energy in eV: -843943.310
2S+1: 1
Charge: +1
Highest occupied orbital energy in eV: -10.9

---

(2)
Entry from the Open Molecules 2025 dataset: C5H6O2 in the gas phase (ωB97M-V/def2-TZVPD).

Each line ends with the natural charge from an NBO analysis.
Atoms and positions in Å:
O: 0.2317 -0.4324 -3.2153  -0.50
C: 0.6176 0.0708 -2.1929  0.46
C: 1.4052 -0.6671 -1.1074  -0.59
C: 0.8076 -0.3149 0.1794  0.00
C: 0.1073 0.0411 1.0925  -0.04
C: -0.8820 0.2844 2.1486  -0.13
O: -2.1851 0.0650 1.6538  -0.70
H: 0.3851 1.1257 -1.9527  0.12
H: 1.3218 -1.7430 -1.2844  0.25
H: 2.4694 -0.3956 -1.1687  0.26
H: -0.6811 -0.3570 3.0204  0.19
H: -0.8438 1.3231 2.4846  0.21
H: -2.1379 -0.6374 0.9961  0.47

Forces on atoms 1 to 3 (eV/Å):
0.3 0.1 0.5
-0.1 -0.1 -0.3
0.0 -0.1 -0.1

## Properties
Relative energy (zero: lowest compared OMol25 entry of this formula, charge and spin) in kJ/mol: 237.2
Orbital gap in Ha: 0.3936
DFT total energy in eV: -9374.637
2S+1: 1
Highest occupied orbital energy in eV: -10.0
Structure (SMILES): O=CCC#CCO

---

(3)
Entry from the Open Molecules 2025 dataset: a molecular structure, C36H44ClIN2OOsP2S (ωB97M-V/def2-TZVPD).

Each line ends with the Löwdin spin population.
Atoms and positions in Å:
Os: -0.2009 -0.6172 -0.6021  0.64
C: 4.0924 -1.4601 1.4998  0.00
C: 3.0986 -1.3573 0.3334  0.00
C: 3.6050 -0.2513 -0.6031  0.00
P: 1.3460 -1.1533 0.9086  -0.01
C: 0.8526 -2.7494 1.7002  0.00
C: -0.5210 -2.6256 2.3682  0.00
C: 1.8149 -3.5237 2.5976  0.00
C: 1.9238 1.5167 1.3957  0.03
C: 2.7870 2.3471 2.1294  0.00
C: 3.2162 3.5803 1.6856  0.03
C: 4.1633 4.4253 2.4889  0.01
C: 2.7255 4.0143 0.4536  -0.01
C: 1.8744 3.2325 -0.2963  0.03
C: 1.4656 1.9585 0.1226  -0.01
N: 0.5933 1.2090 -0.6802  0.20
C: -0.3652 1.8836 -1.5037  0.01
C: -0.0761 2.4835 -2.7224  0.00
C: -1.1065 2.9799 -3.5048  0.00
C: -2.4402 2.8622 -3.1178  0.00
C: -3.5512 3.3548 -4.0028  0.00
C: -2.7246 2.2383 -1.9068  0.00
C: -1.7085 1.7660 -1.0843  0.00
P: -1.8419 0.7553 0.4442  0.00
C: -3.5728 0.1354 0.4894  0.00
C: -3.7518 -1.0625 1.4238  0.00
C: -4.6236 1.2060 0.8071  0.00
C: -1.5002 1.8563 1.8812  0.00
C: -1.7977 1.1606 3.2108  0.00
C: -2.1519 3.2352 1.7853  0.00
H: 5.0628 -1.7719 1.1093  0.00
H: 3.8050 -2.1510 2.2824  0.00
H: 4.2257 -0.4779 1.9558  0.00
H: 3.0692 -2.3076 -0.2139  0.00
H: 4.0297 0.5690 -0.0262  0.00
H: 2.8322 0.1778 -1.2332  0.00
H: 4.3988 -0.6506 -1.2372  0.00
H: 0.7098 -3.3366 0.7811  0.00
H: -1.2213 -2.0628 1.7520  0.00
H: -0.4330 -2.1429 3.3396  0.00
H: -0.9358 -3.6231 2.5194  0.00
H: 2.0677 -2.9600 3.4956  0.00
H: 2.7287 -3.8200 2.0847  0.00
H: 1.3102 -4.4384 2.9126  0.00
H: 3.1280 1.9828 3.0902  0.00
H: 4.3610 3.9797 3.4621  0.00
H: 3.7545 5.4234 2.6488  0.00
H: 5.1162 4.5422 1.9705  0.00
H: 3.0188 4.9847 0.0711  0.00
H: 1.5124 3.6214 -1.2347  0.00
H: 0.9469 2.5344 -3.0721  0.00
H: -0.8712 3.4486 -4.4524  0.00
H: -3.2034 4.1387 -4.6734  0.00
H: -4.3781 3.7505 -3.4145  0.00
H: -3.9422 2.5415 -4.6168  0.00
H: -3.7600 2.1172 -1.6201  0.00
H: -3.7160 -0.2218 -0.5370  0.00
H: -3.6265 -0.7820 2.4689  0.00
H: -3.0686 -1.8704 1.1787  0.00
H: -4.7670 -1.4455 1.3063  0.00
H: -4.6131 1.4580 1.8668  0.00
H: -5.6124 0.8035 0.5821  0.00
H: -4.5024 2.1310 0.2481  0.00
H: -0.4212 2.0029 1.8253  0.00
H: -2.8679 1.1184 3.4085  0.00
H: -1.3332 1.7249 4.0202  0.00
H: -1.3992 0.1456 3.2453  0.00
H: -3.2327 3.1860 1.9162  0.00
H: -1.9412 3.7209 0.8327  0.00
H: -1.7508 3.8682 2.5785  0.00
Cl: 0.0923 -6.6860 -4.0599  0.00
C: -0.3867 -5.3505 -3.0687  0.00
C: -1.5176 -5.4369 -2.3129  0.00
C: -1.9462 -4.3568 -1.5164  0.00
I: -3.7015 -4.5401 -0.4294  0.00
C: -1.2254 -3.1816 -1.4604  0.00
O: -1.5787 -2.1108 -0.7760  0.02
C: -0.0363 -3.1111 -2.2331  0.00
N: 0.6396 -1.9214 -2.1642  0.01
C: 1.6694 -1.7339 -2.9641  0.00
C: 2.1426 -2.7248 -3.8354  0.00
C: 1.5226 -3.9410 -3.8731  0.00
C: 0.3862 -4.1630 -3.0697  0.00
H: -2.1016 -6.3466 -2.3333  0.00
H: 2.1502 -0.7710 -2.9236  0.00
H: 2.9923 -2.5053 -4.4652  0.00
H: 1.8705 -4.7259 -4.5299  0.00
S: 1.3832 0.0545 3.6494  0.05
C: 1.5406 0.2433 2.0436  0.00

Forces on atoms 1 to 3 (eV/Å):
0.0 0.4 -0.4
0.0 0.0 0.0
0.0 0.0 0.1

## Properties
Relative energy (zero: lowest compared OMol25 entry of this formula, charge and spin) in kJ/mol: 0.0
Orbital gap (spin up / spin down) in Ha: 0.2381 / 0.2264
DFT total energy in eV: -95574.240
2S+1: 2
Charge: +1
Highest occupied orbital energy (spin up / spin down) in eV: -10.1 / -10.1